Record 1
{
  "formula": "C5H10N3O3S",
  "method": "ωB97M-V/def2-TZVPD",
  "max_force_ev_per_a": 6.16,
  "total_charge": 1,
  "energy_ev": -26786.28686,
  "e_lumo_ev": [-4.5, -4.5],
  "multiplicity": 1,
  "smiles": "CS(=O)(=O)/N=C(\\O)N/C=C\\C=[NH2+]",
  "de_lowest_kcal_mol": 43.2,
  "symbols": ["C", "S", "O", "O", "N", "C", "O", "N", "C", "C", "C", "N", "H", "H", "H", "H", "H", "H", "H", "H", "H", "H"],
  "xyz": [[4.10460, -0.05142, -0.55711], [2.34647, 0.34081, -0.17678], [2.22433, 0.54556, 1.27542], [1.91239, 1.35237, -1.08495], [1.20986, -0.89693, -0.66737], [0.12117, -0.86346, 0.09586], [-0.15688, -0.22323, 1.10768], [-0.92160, -1.64880, -0.50002], [-2.20395, -1.50755, -0.20459], [-2.79099, -0.35683, 0.32130], [-2.23966, 0.96291, 0.16458], [-2.96126, 1.95991, 0.57788], [4.41357, -1.00072, 0.02480], [4.22087, 0.01748, -1.58304], [4.83456, 0.73700, -0.11300], [0.90951, 0.14999, 1.37393], [-0.58190, -2.34224, -1.15508], [-2.74200, -2.47527, -0.37912], [-3.82782, -0.37638, 0.50307], [-1.34298, 1.00619, -0.46268], [-3.95759, 1.73305, 0.98392], [-2.57070, 2.93754, 0.45529]],
  "lowdin_charge": [-0.10, 0.71, -0.27, -0.29, 0.01, -0.58, 0.10, 0.12, -0.05, -0.05, -0.10, 0.16, 0.11, 0.03, 0.12, 0.13, 0.17, 0.16, 0.09, 0.15, 0.20, 0.18]
}

Record 2
{
  "formula": "C3HN2O5P",
  "method": "ωB97M-V/def2-TZVPD",
  "max_force_ev_per_a": 2.64,
  "energy_ev": -25629.16627,
  "e_lumo_ev": -0.3,
  "multiplicity": 1,
  "de_lowest_kcal_mol": 0.0,
  "symbols": ["C", "C", "C", "N", "N", "O", "O", "O", "O", "O", "P", "H"],
  "xyz": [[-2.15944, 0.11322, -0.08836], [-0.18771, -0.69515, -0.18241], [0.75445, -1.63520, 0.59409], [-1.53010, -0.87331, -0.57182], [-0.24914, 0.33881, 0.92799], [2.97351, 1.06166, -0.82745], [-1.49807, 0.95086, 0.72226], [0.58127, -0.11422, -1.23354], [1.89172, -1.07002, 0.51562], [0.83400, 1.18866, 0.74260], [1.79095, 0.41559, -0.34455], [-3.20144, 0.31910, -0.25445]],
  "lowdin_charge": [-0.14, -0.53, 0.05, 0.19, -0.05, -0.15, 0.07, -0.04, -0.07, -0.07, 0.58, 0.15]
}

Record 3
{
  "formula": "C3H2CeO2",
  "method": "ωB97M-V/def2-TZVPD",
  "max_force_ev_per_a": 5.50,
  "total_charge": 3,
  "energy_ev": -20125.08698,
  "s2": 0.77,
  "e_lumo_ev": [-17.6, -17.3],
  "multiplicity": 2,
  "de_lowest_kcal_mol": 0.0,
  "symbols": ["O", "C", "C", "O", "C", "Ce", "H", "H"],
  "xyz": [[-0.24144, 0.95193, 0.83907], [0.68639, 0.27939, 0.22176], [-1.62172, -0.37178, 0.00943], [1.85292, 0.51382, 0.01002], [-0.38296, -0.65402, 0.48753], [4.00564, 0.21474, -1.23053], [-1.83321, -0.58451, -1.04165], [-2.46560, -0.34958, 0.70438]],
  "lowdin_charge": [0.20, -0.44, 0.30, -0.06, 0.14, 2.55, 0.14, 0.16]
}

Record 4
{
  "formula": "C3HBr2N2O2S2",
  "method": "ωB97M-V/def2-TZVPD",
  "max_force_ev_per_a": 4.58,
  "total_charge": -1,
  "energy_ev": -171957.80924,
  "e_lumo_ev": [1.0, 1.0],
  "multiplicity": 1,
  "de_lowest_kcal_mol": 15.5,
  "symbols": ["C", "C", "C", "N", "N", "O", "O", "S", "S", "Br", "Br", "H"],
  "xyz": [[-0.38949, -1.01888, -0.62369], [-0.79381, -0.27333, 0.52826], [1.11157, 1.13423, 0.72678], [0.61318, -0.81169, -1.39408], [0.02211, 0.76992, 0.95600], [-1.75097, -0.61667, 1.15525], [2.21160, 1.52347, 0.54318], [1.43619, -1.49249, -2.52462], [-1.23978, 2.93647, 1.83307], [0.00465, -2.85842, -3.80132], [-0.00642, 2.47879, 3.50835], [-1.21882, -1.77140, -0.90717]],
  "lowdin_charge": [-0.12, -0.48, -0.42, -0.46, 0.05, 0.12, 0.13, 0.51, -0.38, 0.03, -0.12, 0.15]
}

Record 5
{
  "formula": "C10H9ClNO",
  "method": "ωB97M-V/def2-TZVPD",
  "max_force_ev_per_a": 6.07,
  "total_charge": 1,
  "energy_ev": -26563.54819,
  "e_lumo_ev": -6.0,
  "multiplicity": 1,
  "de_lowest_kcal_mol": 86.1,
  "symbols": ["C", "C", "C", "C", "C", "C", "C", "C", "C", "C", "N", "O", "Cl", "H", "H", "H", "H", "H", "H", "H", "H", "H"],
  "xyz": [[3.68892, -0.21779, -1.21344], [1.16898, 0.67173, 1.39341], [0.56156, 0.98237, 2.60859], [-1.51264, 0.36445, 1.46519], [0.56762, 0.11926, 0.21567], [-0.82219, -0.03196, 0.33754], [-0.81059, 0.73027, 2.63879], [-1.70648, -0.18278, -0.90000], [1.27913, -0.17790, -0.92114], [-1.23000, -1.32184, -1.83697], [2.55679, -0.32130, -0.98639], [-1.03842, -1.10610, -3.15769], [-1.69783, 1.00296, 4.01744], [4.61510, -0.44880, -1.58466], [2.32315, 0.74811, 1.36359], [0.99283, 1.56855, 3.34227], [-2.63549, 0.41077, 1.58656], [-2.64918, -0.57653, -0.48408], [-1.93765, 0.81834, -1.19427], [0.69592, -0.37722, -1.86747], [-1.01889, -2.36102, -1.41501], [-1.39065, -0.29355, -3.40790]],
  "lowdin_charge": [0.24, 0.00, -0.07, -0.07, -0.21, -0.21, -0.72, -0.07, -0.14, 0.11, 0.03, 0.17, 0.77, 0.08, 0.14, 0.09, 0.14, 0.15, 0.14, 0.12, 0.20, 0.11]
}

Record 6
{
  "formula": "C3H5IO2",
  "method": "ωB97M-V/def2-TZVPD",
  "max_force_ev_per_a": 2.88,
  "energy_ev": -15385.89467,
  "e_lumo_ev": -0.4,
  "multiplicity": 1,
  "smiles": "CO[C@H](I)C=O",
  "de_lowest_kcal_mol": 31.4,
  "symbols": ["C", "O", "C", "I", "C", "O", "H", "H", "H", "H", "H"],
  "xyz": [[1.12882, 1.24695, 0.69643], [0.39369, 0.61537, -0.36846], [-0.38737, -0.47176, -0.09999], [0.82586, -2.32347, 0.48517], [-1.25948, -0.93119, -1.23767], [-1.00258, -0.94743, -2.40303], [1.08124, 2.24662, 0.45353], [2.00862, 0.73820, 0.96478], [0.57135, 1.27407, 1.60963], [-1.02376, -0.46266, 0.79195], [-2.33640, -0.98470, -0.89232]],
  "lowdin_charge": [-0.06, -0.17, -0.64, 0.69, -0.34, 0.08, 0.07, 0.07, 0.08, 0.07, 0.14]
}

Record 7
{
  "formula": "C51H45MoN4O7STe",
  "method": "ωB97M-V/def2-TZVPD",
  "max_force_ev_per_a": 0.76,
  "total_charge": 3,
  "energy_ev": -93869.99384,
  "e_lumo_ev": [-10.0, -10.0],
  "multiplicity": 1,
  "de_lowest_kcal_mol": 0.0,
  "symbols": ["Mo", "C", "O", "C", "C", "C", "C", "C", "C", "C", "C", "C", "C", "C", "N", "C", "C", "C", "C", "C", "C", "C", "C", "C", "C", "O", "C", "C", "C", "C", "N", "C", "C", "C", "C", "C", "C", "O", "C", "C", "C", "C", "C", "C", "C", "N", "C", "C", "N", "C", "C", "C", "C", "O", "C", "C", "C", "H", "H", "H", "H", "H", "H", "H", "H", "H", "H", "H", "H", "H", "H", "H", "H", "H", "H", "H", "H", "H", "H", "H", "H", "H", "H", "H", "H", "H", "H", "H", "H", "H", "H", "H", "H", "C", "Te", "C", "H", "H", "H", "H", "H", "H", "C", "S", "O", "O", "O", "H", "H", "H"],
  "xyz": [[0.08810, -0.10678, 0.25625], [-0.24397, 0.51873, 10.13406], [0.71275, 1.02737, 9.18835], [0.61786, 0.67809, 7.91560], [-0.30192, -0.26432, 7.42134], [-0.34944, -0.51529, 6.07101], [0.53889, 0.10794, 5.17293], [1.48072, 1.02421, 5.69723], [1.51119, 1.31223, 7.03473], [0.41660, -0.12313, 3.75434], [-0.90412, 0.00983, 3.17968], [-1.99753, 0.64946, 3.80125], [-2.95412, 0.85817, 2.83756], [-2.47356, 0.27950, 1.64072], [-1.19456, -0.20568, 1.86831], [-3.18433, 0.06230, 0.42419], [-2.66947, -0.80086, -0.62395], [-3.45058, -1.47111, -1.60270], [-2.57573, -2.14259, -2.41540], [-1.26778, -1.86865, -1.93581], [-0.08068, -2.06373, -2.65582], [-0.20259, -2.55863, -4.05405], [-0.38941, -1.63585, -5.07478], [-0.49582, -2.05363, -6.39441], [-0.40346, -3.41345, -6.69897], [-0.48949, -3.92330, -7.93411], [-0.65640, -3.02670, -9.03264], [-0.20874, -4.33986, -5.67164], [-0.11109, -3.91561, -4.36341], [1.18349, -1.60526, -2.23122], [1.43855, -0.89835, -1.06709], [2.70199, -0.41866, -1.16682], [3.43905, 0.18725, -0.07280], [4.58194, 0.93503, -0.40059], [5.76604, 1.03393, 0.39988], [6.78263, 1.85632, 0.05032], [6.67087, 2.68645, -1.09939], [7.67904, 3.49037, -1.30606], [7.68000, 4.39072, -2.43765], [5.53288, 2.59520, -1.92745], [4.53649, 1.72147, -1.59518], [2.99372, -0.03647, 1.30502], [3.76743, -0.14453, 2.48239], [2.89464, -0.36658, 3.51717], [1.58563, -0.30740, 2.98748], [1.67968, -0.19127, 1.60319], [3.29168, -0.85701, -2.37651], [2.34718, -1.60841, -3.03183], [-1.36446, -1.10476, -0.78716], [-4.46951, 0.64777, 0.18278], [-5.48599, 0.75146, 1.16870], [-6.65456, 1.40034, 0.90759], [-6.86113, 2.01774, -0.34567], [-7.99375, 2.67956, -0.47372], [-8.31158, 3.31559, -1.72535], [-5.89618, 1.88344, -1.35806], [-4.73791, 1.18889, -1.09570], [-0.05638, 1.05689, 11.05568], [-0.08708, -0.54806, 10.29094], [-1.25935, 0.71298, 9.79104], [-0.95419, -0.80321, 8.09047], [-1.04045, -1.26350, 5.70184], [2.13983, 1.55966, 5.02741], [2.20109, 2.03982, 7.43940], [-2.04431, 0.96631, 4.82880], [-3.88392, 1.38012, 2.97119], [-4.52660, -1.46494, -1.65372], [-2.80334, -2.75811, -3.27068], [-0.45239, -0.57866, -4.84306], [-0.65227, -1.32121, -7.17166], [-0.64475, -3.64501, -9.92325], [0.16419, -2.30908, -9.07684], [-1.61173, -2.50414, -8.96286], [-0.13841, -5.38828, -5.92762], [0.04157, -4.64809, -3.57888], [5.91275, 0.38081, 1.24388], [7.69978, 1.89781, 0.62143], [8.54111, 5.03143, -2.29144], [6.76960, 4.98626, -2.44776], [7.78781, 3.82103, -3.35892], [5.43635, 3.21031, -2.80804], [3.64673, 1.69472, -2.20733], [4.83627, -0.11365, 2.57257], [3.14892, -0.55872, 4.54558], [4.30748, -0.66879, -2.68147], [2.45042, -2.12607, -3.97173], [-5.37834, 0.22781, 2.10787], [-7.45316, 1.44304, 1.63548], [-9.25641, 3.81969, -1.56071], [-8.42081, 2.56873, -2.51071], [-7.54335, 4.04272, -1.98562], [-6.05640, 2.30843, -2.33656], [-3.98879, 1.11030, -1.87333], [-1.23513, -4.04680, 0.46548], [0.27788, -2.87845, 1.35507], [1.83069, -3.83730, 0.29467], [-1.06223, -4.10223, -0.60443], [-2.20422, -3.60103, 0.67701], [-1.17438, -5.03447, 0.91686], [1.76748, -4.89487, 0.54183], [2.78801, -3.44039, 0.62357], [1.69151, -3.68074, -0.77094], [-0.97549, 3.78619, -0.71496], [0.20118, 2.51415, -0.57427], [1.47418, 2.95352, -1.03902], [0.18330, 1.97058, 0.83233], [-0.34419, 1.29227, -1.29414], [-0.69951, 4.57576, -0.01735], [-1.95496, 3.37509, -0.47807], [-0.93477, 4.14785, -1.74114]],
  "lowdin_charge": [1.61, -0.02, -0.03, -0.25, 0.03, -0.01, -0.19, -0.01, 0.04, -0.02, -0.22, 0.04, 0.04, -0.20, -0.11, 0.01, -0.22, 0.03, 0.06, -0.23, -0.01, -0.24, -0.02, 0.01, -0.27, -0.05, -0.04, 0.03, -0.02, -0.22, -0.08, -0.22, 0.03, -0.14, 0.03, 0.06, -0.23, 0.00, 0.01, 0.04, 0.01, -0.18, 0.03, 0.03, -0.27, -0.11, 0.04, 0.06, -0.09, -0.17, 0.00, 0.05, -0.25, -0.02, -0.01, 0.03, 0.00, 0.11, 0.11, 0.10, 0.12, 0.13, 0.13, 0.14, 0.13, 0.12, 0.13, 0.14, 0.13, 0.11, 0.10, 0.10, 0.10, 0.13, 0.12, 0.10, 0.14, 0.11, 0.10, 0.11, 0.12, 0.12, 0.10, 0.14, 0.13, 0.14, 0.12, 0.14, 0.11, 0.11, 0.10, 0.12, 0.13, -0.36, 1.51, -0.35, 0.01, 0.02, 0.03, 0.03, 0.02, 0.00, -0.09, 0.52, -0.24, -0.39, -0.41, 0.10, 0.08, 0.10]
}

Record 8
{
  "formula": "C16H14N2O5",
  "method": "ωB97M-V/def2-TZVPD",
  "max_force_ev_per_a": 3.15,
  "energy_ev": -30036.20122,
  "e_lumo_ev": -0.3,
  "multiplicity": 1,
  "smiles": "Cn1c(=O)cc(CO)c2cc3c(CO)cc(=O)n4c3c(c21)OC4",
  "de_lowest_kcal_mol": 49.3,
  "symbols": ["C", "N", "C", "O", "C", "C", "C", "O", "C", "C", "C", "C", "C", "O", "C", "C", "O", "N", "C", "C", "C", "O", "C", "H", "H", "H", "H", "H", "H", "H", "H", "H", "H", "H", "H", "H", "H"],
  "xyz": [[1.36234, 3.55574, 0.90109], [0.39929, 2.87067, 0.00969], [-0.13695, 3.57177, -1.07585], [-0.00549, 4.77730, -1.17229], [-0.98024, 2.88414, -2.05931], [-1.12555, 1.52526, -1.99189], [-2.00502, 0.87108, -3.02035], [-3.16098, 0.51173, -2.30404], [-0.45939, 0.78529, -0.92362], [-0.56443, -0.64487, -0.85006], [0.02171, -1.38203, 0.20749], [0.08810, -2.86707, 0.40299], [-0.56936, -3.86345, -0.54946], [-1.96579, -3.60413, -0.50644], [0.83353, -3.40535, 1.45418], [1.51825, -2.54225, 2.41372], [2.26923, -3.04555, 3.25044], [1.40212, -1.18356, 2.21266], [0.67956, -0.63278, 1.19338], [0.81286, 0.74909, 1.17722], [0.23650, 1.48913, 0.12151], [1.51442, 1.07462, 2.33859], [2.04931, -0.11734, 2.96400], [1.41349, 4.66452, 0.77757], [1.09172, 3.38558, 1.93013], [2.34181, 3.15771, 0.66518], [-1.49337, 3.47896, -2.83208], [-2.21785, 1.56356, -3.83895], [-1.56591, -0.03416, -3.47042], [-3.85402, 0.16781, -2.87229], [-1.08210, -1.23549, -1.57746], [-0.16700, -3.73445, -1.53912], [-0.40912, -4.90338, -0.27814], [-2.17033, -3.06736, 0.30432], [0.97015, -4.46438, 1.61770], [1.78660, -0.16742, 4.02450], [3.14188, -0.18892, 2.89540]],
  "lowdin_charge": [0.01, 0.00, -0.42, 0.05, 0.08, -0.14, -0.22, -0.04, -0.06, 0.07, -0.07, -0.10, -0.21, -0.07, 0.08, -0.42, 0.05, 0.07, -0.11, -0.09, -0.05, -0.01, -0.05, 0.11, 0.08, 0.10, 0.14, 0.12, 0.12, 0.09, 0.11, 0.12, 0.12, 0.12, 0.12, 0.14, 0.15]
}